Density functional theory data (ωB97M-V with the def2-TZVPD basis set) for a structure of composition C60H65AsBiN4O3.

Element x y z (Å)
1 H 1.956 0.672 2.255
2 H 3.408 -1.977 -0.141
3 H -0.891 -3.293 0.767
4 C 1.186 -0.726 -4.534
5 C 2.456 5.446 -1.281
6 C -4.739 -6.066 -2.240
7 C -2.506 3.041 0.902
8 H -1.943 5.122 0.731
9 H -4.198 2.265 -0.200
10 H -4.239 -2.118 -1.669
11 C -1.818 2.901 2.243
12 H 3.510 6.402 -2.917
13 H -3.393 0.788 3.259
14 C -3.760 2.172 0.793
15 C -4.706 -3.410 1.269
16 C 2.543 3.115 -2.912
17 C -4.677 -4.743 -1.841
18 C -3.680 0.065 4.022
19 H 2.447 4.171 3.247
20 C 2.394 3.525 4.121
21 C 0.627 -0.064 -3.455
22 H 2.687 2.222 1.840
23 C 2.481 -1.206 -4.480
24 C 0.703 -0.713 5.919
25 C 1.949 3.041 -1.671
26 C 3.615 -0.037 -1.055
27 C 0.505 -1.059 3.533
28 H 2.895 -1.741 -5.322
29 H 4.362 1.850 -1.828
30 N 0.818 0.789 -1.217
31 H -1.332 -4.343 -1.832
32 H 3.007 0.443 -0.283
33 H 1.289 -0.707 6.827
34 H -3.251 4.640 -0.352
35 H -1.116 -0.085 6.892
36 C 1.399 0.133 -2.298
37 H -4.612 -4.407 0.838
38 C -2.842 4.515 0.648
39 As -3.197 -2.227 0.659
40 C 0.209 2.489 3.526
41 H -4.605 0.383 4.508
42 H 3.433 1.199 3.071
43 C 2.937 -5.361 -2.103
44 C -0.762 0.528 -3.550
45 C 2.281 6.528 -0.381
46 H -1.690 2.282 -4.434
47 H 2.873 -6.293 -4.029
48 H -5.699 -6.550 -2.364
49 H -3.469 3.704 3.345
50 C -1.423 -0.335 4.819
51 H -3.516 1.124 0.966
52 C 1.600 6.332 0.792
53 H 4.808 -1.055 0.422
54 C 2.481 1.531 2.654
55 C 2.474 -5.509 -3.400
56 C 1.241 2.053 -0.888
57 N 0.056 1.877 1.156
58 C -3.365 -2.668 -1.306
59 H 0.186 -3.024 -3.430
60 H 0.017 2.866 5.618
61 H -3.571 4.881 1.368
62 C 1.055 5.085 1.170
63 H 2.589 2.265 -3.578
64 C 4.753 0.913 -1.442
65 H 4.841 -1.832 -1.168
66 H 0.607 -0.864 -5.437
67 H 3.694 -6.032 -1.721
68 H 1.981 -2.265 2.571
69 C -2.456 3.331 3.392
70 H 1.461 7.170 1.464
71 C 1.253 -1.089 4.725
72 C 4.208 -1.312 -0.451
73 H -1.090 0.779 -2.536
74 H -2.784 -0.035 -4.061
75 H 2.753 -4.254 -0.272
76 C -3.577 -6.778 -2.490
77 C 1.230 4.009 0.333
78 H -3.830 -0.914 3.548
79 C -0.644 -0.352 5.955
80 C 0.806 -2.498 -0.896
81 C 3.105 4.343 -3.324
82 H 1.126 -4.781 -4.896
83 H -5.597 -4.200 -1.667
84 H -2.132 -4.543 0.817
85 C 2.416 -4.375 -1.289
86 O -1.572 -0.634 2.463
87 C -0.492 2.883 4.663
88 Bi -0.678 0.001 0.203
89 H -0.022 2.533 -3.914
90 C -1.859 -3.550 1.174
91 H -1.579 -0.619 -5.207
92 H 3.573 4.381 -4.299
93 C 1.134 -1.602 2.379
94 H 4.256 -1.369 -3.320
95 H 1.722 1.554 4.640
96 C -1.808 3.288 4.612
97 H 2.672 7.504 -0.639
98 C 1.684 2.210 3.761
99 H 1.872 4.056 4.914
100 O -0.248 -1.910 -1.284
101 H -2.469 -2.225 -1.737
102 C 1.424 -3.525 -1.767
103 H 0.503 5.004 2.096
104 C 1.487 -4.667 -3.883
105 N 1.383 -2.351 0.271
106 N 0.784 -1.499 1.135
107 H -1.436 -6.693 -2.526
108 C 2.730 -0.318 -2.250
109 C 0.821 2.618 0.299
110 C 0.961 -3.683 -3.069
111 C -2.292 -4.828 -1.931
112 H 3.410 3.322 4.456
113 C -2.351 -6.149 -2.333
114 O -2.732 0.011 5.061
115 C -0.866 -0.650 3.533
116 C 3.242 -0.994 -3.347
117 H -4.667 -3.495 2.357
118 H -1.767 -3.571 2.259
119 C -0.705 1.821 -4.371
120 C 3.077 5.479 -2.557
121 H -2.323 3.587 5.515
122 H -1.740 -1.391 -3.625
123 H -1.806 2.724 0.124
124 H -0.359 1.607 -5.381
125 H -3.628 -7.808 -2.817
126 C -1.777 -0.442 -4.151
127 H 5.382 0.455 -2.203
128 H -5.678 -2.994 0.995
129 H -4.509 2.477 1.522
130 H 5.371 1.129 -0.572
131 C -0.492 2.426 2.313
132 H 2.289 -1.392 4.669
133 C -3.452 -4.094 -1.689
134 C 1.929 4.230 -0.887

Calculated values
DFT total energy   -5220.5946 a.u.
Energy relative to the best compared isomer or geometry (same formula, charge and spin)   0.0 kcal/mol
LUMO   2.305 eV
Total charge   -1
Frontier orbital gap   5.82 eV